# 1
24
Properties=species:S:1:pos:R:3:forces:R:3:lowdin_charge:R:1 method="wB97M-V/def2-TZVPD" charge=+2 s2=6.0370 multiplicity=5 homo_lumo_gap_ha="0.288 / 0.152"
Pd -0.2053 -1.9084 -0.2408 0.0 -0.9 -0.2 0.91
C -1.1012 -4.9829 -1.9295 0.1 0.2 -0.1 -0.05
H -1.8197 -4.6284 -2.6844 0.2 -0.1 0.4 0.03
H -0.1701 -5.2688 -2.4465 -0.4 0.1 0.4 0.03
H -1.5183 -5.8436 -1.3914 0.2 0.3 -0.2 0.04
H -0.8998 -4.1796 -1.1706 -0.1 -0.4 -0.5 -0.06
H -0.0027 -3.0673 0.8274 -0.4 -0.3 0.4 0.00
Cl 1.2203 4.7586 1.1540 0.4 -0.4 -0.5 0.90
C 1.2200 3.1956 0.4668 -0.4 1.0 0.7 -0.54
C 2.1620 2.8372 -0.4941 0.9 -0.3 -0.8 -0.10
C 2.1974 1.5810 -1.0851 -1.3 1.1 1.3 -0.54
I 3.6313 1.0909 -2.4907 -0.2 -0.4 -0.1 1.59
C 1.1562 0.6321 -0.7616 1.2 -1.3 -1.7 -0.37
O 1.0998 -0.5088 -1.3226 0.8 2.0 -0.2 -0.11
C 0.2034 1.0353 0.2299 -1.5 1.1 1.6 -0.14
N -0.7411 0.1368 0.5393 0.1 -0.9 0.6 0.01
C -1.6102 0.3343 1.5222 0.1 0.7 0.0 -0.04
C -1.6756 1.5751 2.1898 0.1 -0.3 -0.1 0.04
C -0.7634 2.5538 1.8636 -0.1 0.1 0.1 0.04
C 0.2206 2.3002 0.8903 -0.3 -1.7 -0.8 -0.15
H 2.8667 3.6098 -0.7539 0.3 0.1 -0.1 0.12
H -2.2582 -0.4983 1.8031 0.1 0.3 -0.2 0.14
H -2.4393 1.7152 2.9461 0.2 0.1 0.0 0.14
H -0.7729 3.5303 2.3387 -0.1 -0.2 0.1 0.12

# 2
11
Properties=species:S:1:pos:R:3:forces:R:3:lowdin_charge:R:1 method="wB97M-V/def2-TZVPD" relative_energy_kj_mol=161.8 homo_lumo_gap_ha=0.313
C 0.0545 0.9838 -0.1967 1.1 -0.4 -0.3 -0.80
N -0.2671 2.2743 0.1046 -1.8 0.9 0.8 -0.07
N -2.0122 0.7074 0.2548 2.5 4.7 -0.1 0.08
N -0.9717 0.1539 -0.0866 0.0 -0.1 -0.5 -0.03
N -1.3646 2.6112 0.4305 1.1 -2.2 -0.7 0.19
O 2.8713 -2.0833 -0.2271 0.6 -0.1 -0.4 -0.50
O 0.4671 -1.9801 0.2400 0.8 -0.6 -2.4 -0.39
S 1.6547 0.5499 -0.7319 0.0 -0.9 0.1 0.68
S 1.9107 -1.3073 0.5100 -0.8 0.6 0.3 0.67
H 0.4837 -2.2041 -0.7734 -0.3 0.4 2.4 0.12
H -2.8263 0.2942 0.4757 -3.2 -2.4 0.7 0.05

# 3
18
Properties=species:S:1:pos:R:3:forces:R:3:lowdin_charge:R:1 method="wB97M-V/def2-TZVPD" relative_energy_kj_mol=56.5 homo_lumo_gap_ha=0.262
C 0.8342 -1.5576 -1.9640 1.2 2.0 5.3 0.00
C 0.0565 -0.4111 -1.9034 0.9 -2.0 -2.3 -0.11
C 1.5455 -1.9124 -0.7527 -2.5 0.5 -1.4 -0.01
C -0.1250 0.3119 -0.8261 -2.0 2.4 3.9 -0.11
C 1.2309 -1.2335 0.4288 -0.3 0.4 0.0 -0.10
C 0.3938 -0.1088 0.4207 0.6 -0.4 -0.8 -0.44
C -0.8906 2.2012 1.7726 1.1 -0.4 0.4 -0.24
P 0.3553 0.8126 1.9370 0.1 2.4 -1.7 0.41
S 0.7853 0.0943 3.6154 0.1 -0.2 0.1 0.35
Cl 2.5709 2.3316 0.6748 -1.5 -0.8 0.9 -0.32
H 0.9476 -1.9602 -2.8741 0.7 -2.0 -2.9 0.07
H -0.3847 -0.0539 -2.7814 -0.7 0.3 -1.4 0.10
H 2.0986 -2.8126 -0.7446 0.8 -0.6 0.1 0.09
H -0.8808 1.1279 -0.9230 1.1 -0.3 0.4 0.13
H 1.5512 -1.4906 1.4330 0.6 -0.5 -0.4 0.07
H -1.1017 2.6070 2.7687 0.7 0.3 -0.2 0.04
H -0.5280 2.9457 1.0134 -0.5 -0.8 0.8 0.06
H -1.8264 1.7021 1.5717 -0.3 -0.2 -0.8 0.04

# 4
54
Properties=species:S:1:pos:R:3:forces:R:3:lowdin_charge:R:1 method="wB97M-V/def2-TZVPD" charge=+1 homo_lumo_gap_ha="0.222 / 0.218"
Cd 0.4984 0.1733 0.5196 -0.7 1.0 0.5 1.32
C 0.0468 1.3042 4.0401 -0.1 -0.2 -0.2 -0.51
C 0.0244 2.6957 3.4154 0.1 0.0 -0.2 -0.48
S 0.4935 2.8261 1.6515 0.0 -0.1 0.0 0.81
C -0.9765 3.6791 0.9882 0.2 -0.2 0.1 -0.51
C -2.3127 2.9817 1.1944 0.0 -0.4 -0.1 -0.49
S -2.3415 1.2936 0.5068 -0.1 0.0 0.2 0.83
C -3.1723 0.3691 1.8301 0.1 0.2 -0.2 -0.51
C -2.4948 0.3884 3.1928 0.3 -0.1 0.0 -0.49
S -0.7288 -0.0834 3.1571 -0.1 0.0 0.0 0.81
H -0.4232 1.3534 5.0224 0.1 0.0 0.1 0.09
H 1.0703 0.9643 4.1833 0.0 0.0 0.1 0.05
H 0.7359 3.3120 3.9641 -0.1 0.1 0.0 0.09
H -0.9532 3.1628 3.5110 0.0 0.0 0.1 0.07
H -0.7584 3.8100 -0.0717 0.0 0.0 0.0 0.08
H -1.0025 4.6644 1.4526 0.0 0.1 -0.1 0.09
H -3.0927 3.5534 0.6931 0.0 0.1 0.1 0.09
H -2.5739 2.9139 2.2475 0.0 0.1 0.0 0.06
H -3.2181 -0.6501 1.4448 -0.1 0.0 0.0 0.08
H -4.1914 0.7439 1.9217 0.0 -0.1 0.0 0.09
H -2.9995 -0.3309 3.8362 0.0 0.1 0.1 0.09
H -2.5539 1.3637 3.6720 -0.1 0.0 0.0 0.07
O -0.2799 -1.2743 -7.2773 0.0 0.0 -0.2 0.14
C -0.5055 -0.3423 -6.3368 0.1 0.2 0.1 -0.48
O -0.9570 0.7271 -6.6289 -0.1 -0.1 0.0 0.13
C -0.1483 -0.7108 -4.9216 -0.2 0.1 0.1 -0.12
C -0.7834 -0.0497 -3.9439 0.1 0.0 0.0 0.05
C -0.5892 -0.3415 -2.4889 -0.1 -0.4 -0.1 -0.48
C 0.5895 -1.2541 -2.2309 -0.1 0.3 -0.1 -0.24
C 1.1918 -1.9389 -3.3132 0.1 -0.1 0.0 -0.01
C 0.8450 -1.7077 -4.6068 0.1 -0.1 0.1 -0.02
N 1.0014 -1.3260 -0.9666 0.1 -0.3 -0.1 -0.05
C 1.9238 -2.1697 -0.4893 0.0 -0.1 -0.2 -0.14
C 2.5166 -1.9766 0.7804 0.0 0.1 0.2 -0.29
C 3.4314 -2.9253 1.2975 0.0 0.0 0.0 -0.02
C 4.0512 -2.7022 2.4945 -0.1 0.0 -0.1 -0.05
C 3.7753 -1.5188 3.1988 0.0 0.0 0.1 -0.06
C 2.8699 -0.6440 2.6617 0.0 0.0 0.1 -0.17
N 2.2353 -0.8512 1.4960 0.1 -0.2 -0.2 -0.05
H 0.0177 -2.1060 -6.8937 0.0 0.0 0.1 0.10
H -1.5224 0.7032 -4.2016 0.0 0.0 0.0 0.14
H -0.9442 1.5635 -2.1382 0.0 0.1 0.1 0.09
H 2.0125 -2.6127 -3.1063 0.0 0.0 0.0 0.11
H 1.4005 -2.2028 -5.3929 0.0 0.0 0.0 0.11
H 2.2679 -3.0077 -1.0818 0.0 0.0 0.0 0.11
H 3.6244 -3.8212 0.7225 0.0 0.0 0.0 0.12
H 4.7532 -3.4235 2.8907 0.0 0.0 0.0 0.12
H 4.2688 -1.2934 4.1329 0.0 0.0 0.0 0.11
H 2.6539 0.2920 3.1619 0.0 0.0 0.0 0.09
C -1.8743 -0.9933 -1.9506 0.1 0.2 -0.1 -0.03
O -0.3437 0.9054 -1.7686 0.2 -0.1 -0.1 -0.15
H -2.0767 -1.9047 -2.5127 0.0 0.0 0.0 0.11
H -2.7281 -0.3220 -2.0635 0.0 0.0 0.0 0.08
H -1.7531 -1.2597 -0.8958 0.0 0.0 0.0 0.06

# 5
75
Properties=species:S:1:pos:R:3:forces:R:3:lowdin_charge:R:1 method="wB97M-V/def2-TZVPD" s2=0.7590 multiplicity=2 homo_lumo_gap_ha="0.308 / 0.172"
Cu 1.0691 -1.4969 -2.3956 0.2 0.6 0.7 0.64
C -0.2655 -0.1897 -0.2136 -1.3 0.0 2.1 -0.90
O -0.7370 -1.2220 -0.6850 -1.3 -3.0 -1.3 0.12
O 0.6999 0.2623 -0.7862 3.9 1.9 -2.5 0.08
O -0.7139 0.3078 0.8180 -1.0 0.8 0.9 0.14
C 2.3346 2.6577 1.2763 -0.3 -1.7 0.4 -0.19
C 3.5283 1.7649 0.7291 -0.4 1.1 0.8 -0.15
O 3.2642 0.4206 0.2532 0.1 1.4 0.3 -0.09
O 1.3448 2.8866 0.3134 -0.4 0.5 -1.9 -0.09
H 2.6330 3.6773 1.5203 0.7 -0.3 0.3 0.13
H 1.7745 2.2278 2.1067 0.7 -0.2 0.6 0.11
H 4.3058 1.6426 1.4832 -0.2 0.1 0.2 0.12
H 3.9250 2.4533 -0.0171 0.3 -0.6 -0.7 0.11
H 2.3720 0.3954 -0.1002 -0.4 0.2 -0.2 0.03
H 0.8555 2.0968 0.0719 0.1 -0.2 0.3 0.05
C 0.9007 -1.3375 4.9999 -1.4 -1.3 1.8 -0.24
C 0.2121 -1.1819 3.6716 1.5 1.8 -0.1 -0.20
O 0.7720 0.0125 3.0812 0.2 -0.7 -0.3 -0.08
O 0.4360 -0.4096 5.9942 0.0 0.3 -0.8 -0.06
H 1.9866 -1.4295 5.0196 0.2 0.7 -0.8 0.12
H 0.6028 -2.3354 5.3218 -0.2 -0.4 0.2 0.11
H -0.8606 -0.9907 3.6431 -0.1 -0.8 0.9 0.12
H 0.4832 -2.0547 3.0775 -0.2 -0.2 -0.1 0.10
H 0.3114 0.0459 2.2396 0.2 0.6 -0.1 0.00
H 0.6142 -0.7261 6.8829 0.1 -0.2 -0.2 0.08
C -1.9469 3.7378 2.5396 -1.2 -2.6 -0.7 -0.23
C -1.9632 4.1779 1.0921 1.1 0.9 0.6 -0.23
O -0.7021 4.7441 0.7389 -1.0 0.9 -0.2 -0.07
O -0.9964 2.7056 2.7168 1.7 0.3 0.9 -0.07
H -2.8662 3.1733 2.6954 -1.0 0.6 0.2 0.11
H -1.8839 4.4652 3.3489 0.5 0.2 -0.5 0.13
H -2.7582 4.9172 0.9945 0.2 0.3 -0.4 0.12
H -2.1809 3.3527 0.4140 -0.2 -0.3 0.2 0.11
H -0.0385 4.0662 0.5919 0.2 -0.4 0.2 0.02
H -1.1129 1.9593 2.1243 -0.4 0.2 -0.1 0.04
C 2.1611 -2.7880 0.7764 -0.5 1.6 0.6 -0.20
C 1.3454 -4.0620 0.5320 0.3 0.5 -1.4 -0.19
O -0.0530 -3.8625 0.2382 0.8 0.1 0.8 -0.06
O 2.6605 -2.1059 -0.3643 -0.5 -1.3 -2.7 -0.09
H 3.0318 -2.8654 1.4276 -0.4 -0.7 0.5 0.14
H 1.4769 -2.0238 1.1453 -0.2 -0.3 1.2 0.10
H 1.4685 -4.7351 1.3804 -0.3 0.0 -0.1 0.12
H 1.7233 -4.5012 -0.3912 0.6 -0.5 0.2 0.12
H -0.1109 -3.0130 -0.2052 -0.4 0.1 0.0 0.02
H 3.1286 -1.3000 -0.1341 0.2 0.2 0.6 0.04
C -4.0708 -0.3366 1.7697 -0.5 1.7 -0.4 -0.29
C -4.4300 -1.2672 0.6652 -0.1 -0.1 -1.0 -0.19
O -3.6385 -1.0169 -0.5585 -1.2 -0.3 1.4 -0.07
O -2.9385 -0.7265 2.4408 1.4 -0.9 1.1 -0.05
H -4.8826 -0.1404 2.4702 -0.2 -0.5 0.1 0.13
H -3.8168 0.6474 1.3758 -0.6 0.3 -0.6 0.12
H -5.4924 -1.1762 0.4393 0.1 0.2 -0.5 0.12
H -4.2996 -2.2767 1.0550 0.3 -0.2 -0.3 0.12
H -2.7249 -1.0266 -0.2637 0.2 -0.2 0.0 0.02
H -2.2019 -0.3205 1.9781 0.3 -0.1 0.1 0.03
C 2.1387 1.6197 -3.6623 1.0 -2.1 -0.6 -0.17
C 3.0563 0.3705 -4.1074 -0.9 1.8 -0.5 -0.21
O 3.2244 -0.6193 -3.1205 -0.6 -0.3 0.2 -0.07
O 0.8045 1.2027 -3.3377 0.8 0.0 -0.8 -0.07
H 2.1297 2.2479 -4.5530 -0.3 0.2 0.2 0.12
H 2.6416 2.1351 -2.8440 -0.2 0.1 0.1 0.12
H 4.0398 0.7155 -4.4263 0.1 0.4 0.2 0.12
H 2.6482 -0.0564 -5.0235 -0.4 -0.3 0.2 0.12
H 4.1053 -0.4764 -2.7666 -0.1 -0.4 0.6 0.11
H 0.7409 1.0422 -2.3933 0.1 0.3 0.3 0.02
C -2.2792 -1.3384 -3.9427 -1.0 -0.7 0.3 -0.24
C -1.9843 -1.6456 -5.4005 -0.5 0.0 1.0 -0.24
O -0.7185 -1.1756 -5.8526 -0.5 -0.4 0.1 -0.06
O -1.6325 -2.2147 -3.0236 1.7 0.3 -0.6 -0.05
H -3.3253 -1.5305 -3.7044 -0.4 0.1 -0.7 0.12
H -2.2026 -0.2599 -3.8045 0.8 0.1 0.5 0.13
H -2.8450 -1.1721 -5.8728 0.2 0.2 -0.8 0.12
H -2.0865 -2.7171 -5.5727 0.4 0.0 -0.1 0.13
H -0.7408 -0.2217 -5.7463 0.2 0.2 0.0 0.08
H -1.4506 -1.7851 -2.1846 -0.6 0.2 0.1 0.01

# 6
14
Properties=species:S:1:pos:R:3:forces:R:3:lowdin_charge:R:1 method="wB97M-V/def2-TZVPD" relative_energy_kj_mol=419.0 homo_lumo_gap_ha=0.367 smiles="C[C@H]1C(=O)[C@H]1O.[H][H]"
C -0.3253 1.7454 -0.1157 0.0 0.2 0.0 -0.04
C -0.1878 0.4203 0.5799 -0.1 0.3 -0.1 -0.17
C -0.3604 -0.7405 -0.2790 0.1 0.3 -0.5 -0.51
O -0.8283 -1.0384 -1.3590 0.3 0.4 0.1 0.06
C 0.9832 -0.6258 0.2582 0.2 -0.1 0.0 -0.23
O 1.9129 -0.4261 -0.7455 0.2 0.0 -0.2 0.02
H 0.3940 2.4657 0.2769 -0.1 0.0 0.0 0.08
H -0.1487 1.6138 -1.1868 0.0 0.1 0.1 0.09
H -1.3357 2.1435 0.0165 0.1 0.0 0.0 0.09
H -0.3957 0.3959 1.6494 0.0 -0.2 -0.3 0.14
H 1.3895 -1.0955 1.1530 -0.3 0.0 -0.2 0.15
H 1.4651 -0.7224 -1.5539 0.4 0.1 -0.1 0.10
H -1.2018 -2.0334 1.0116 -0.3 -0.5 0.6 0.12
H -1.3610 -2.1024 0.2944 -0.5 -0.7 0.6 0.11